Record 1
A 4-piece molecular cluster, C3H15N2O3 overall, computed with ωB97M-V/def2-TZVPD.

Geometry (Å):
1 C -0.716 1.332 -0.320
2 C 0.244 0.248 -0.679
3 C 1.582 0.362 -0.710
4 N 2.302 1.531 -0.680
5 N -0.254 -1.116 -0.846
6 H -1.719 1.118 -0.686
7 H -0.814 1.590 0.747
8 H -0.291 2.198 -0.845
9 H 2.227 -0.488 -0.823
10 H 1.849 2.408 -0.509
11 H 3.253 1.486 -0.373
12 H -0.246 -1.625 0.056
13 H -1.210 -1.182 -1.210
14 H 0.277 -1.575 -1.581
15 H 1.335 0.333 1.960
16 H 2.268 -0.327 2.918
17 O 1.778 -0.514 2.124
18 H -3.876 0.171 -0.855
19 H -3.705 0.470 -2.352
20 O -3.229 0.192 -1.571
21 H -0.802 -2.724 2.452
22 H 0.307 -1.778 2.041
23 O -0.558 -2.111 1.743

## Properties
- Gap between HOMO and LUMO: 9.4 eV
- DFT total energy: -12470.9721 eV
- Spin multiplicity: 1
- Charge: +1
- HOMO energy: -12.1 eV
- ΔE to the lowest compared entry with this formula, charge and spin: 0.864 eV


Record 2
An isolated ion of composition C4H10NO and charge +1, computed with ωB97M-V/def2-TZVPD.

Geometry (Å):
1 C 1.337 -0.473 0.365
2 C -0.177 -0.054 0.112
3 C -0.972 -1.027 -0.749
4 N 0.102 1.232 -0.708
5 C -0.644 0.335 1.533
6 O -0.894 1.459 1.825
7 H 1.831 -0.702 -0.586
8 H 1.566 -1.367 0.798
9 H 1.816 0.188 0.966
10 H -0.577 -1.156 -1.847
11 H -2.030 -0.484 -0.950
12 H -1.065 -1.955 -0.164
13 H -0.669 1.429 -1.314
14 H 0.811 1.172 -1.407
15 H 0.293 1.968 0.053
16 H -0.729 -0.566 2.073

## Properties
- SMILES: CC(C)([NH3+])C=O
- Gap between HOMO and LUMO: 11.5 eV
- DFT total energy: -7839.5119 eV
- Spin multiplicity: 1
- Charge: +1
- HOMO energy: -15.0 eV
- ΔE to the lowest compared entry with this formula, charge and spin: 1.805 eV


Record 3
C3H3EuLiO3 as an isolated structure, computed with ωB97M-V/def2-TZVPD.

Geometry (Å):
1 H 0.638 -2.138 -0.437
2 C 0.230 -1.169 0.422
3 C 1.101 0.039 0.535
4 O 0.405 1.055 -0.265
5 C -0.795 0.622 -0.475
6 O -1.019 -0.581 0.014
7 O -1.679 1.267 -1.045
8 Eu -2.376 3.453 -2.093
9 H 2.108 -0.106 0.123
10 H 1.159 0.431 1.561
11 Li 0.230 -2.874 1.660

## Properties
- Gap between HOMO and LUMO (alpha / beta): 4.1 / 4.3 eV
- DFT total energy: -28818.1942 eV
- Spin multiplicity: 8
- Charge: +2
- HOMO energy (alpha / beta): -13.4 / -13.4 eV
- ΔE to the lowest compared entry with this formula, charge and spin: 3.026 eV


Record 4
C21H24I2N5ORhS2 as an isolated structure, computed with ωB97M-V/def2-TZVPD.

Geometry (Å):
1 Rh 0.343 0.855 -1.061
2 C 2.676 -0.536 3.989
3 C 3.135 -1.068 2.641
4 N 2.094 -1.854 1.959
5 C 2.056 -3.296 2.285
6 C 2.871 -4.122 1.306
7 C 1.220 -1.351 1.107
8 S 1.201 0.401 0.955
9 N 0.369 -2.183 0.518
10 C -0.397 -1.927 -0.505
11 O -0.321 -0.898 -1.300
12 C -1.420 -2.914 -0.889
13 C -2.399 -2.577 -1.827
14 C -3.363 -3.503 -2.181
15 C -3.347 -4.770 -1.610
16 C -2.372 -5.111 -0.681
17 C -1.409 -4.187 -0.318
18 H 3.501 -0.022 4.481
19 H 2.346 -1.346 4.640
20 H 1.853 0.172 3.879
21 H 3.986 -1.736 2.763
22 H 3.449 -0.257 1.986
23 H 1.016 -3.611 2.292
24 H 2.447 -3.389 3.297
25 H 2.467 -4.034 0.298
26 H 2.841 -5.171 1.598
27 H 3.916 -3.809 1.295
28 H -2.401 -1.590 -2.269
29 H -4.125 -3.244 -2.902
30 H -4.098 -5.497 -1.892
31 H -2.365 -6.099 -0.242
32 H -0.641 -4.444 0.398
33 C -2.836 2.662 2.361
34 N -2.113 3.430 1.338
35 C -1.851 4.786 1.405
36 C -1.154 5.117 0.305
37 N -1.000 3.948 -0.439
38 C -1.590 2.925 0.217
39 S -1.740 1.289 -0.288
40 C -0.392 3.898 -1.720
41 C -0.571 4.964 -2.578
42 C 0.081 4.949 -3.799
43 C 0.884 3.868 -4.118
44 C 0.990 2.835 -3.211
45 N 0.354 2.830 -2.021
46 H -3.409 3.361 2.963
47 H -2.126 2.126 2.987
48 H -3.511 1.958 1.886
49 H -2.173 5.391 2.234
50 H -0.725 6.054 0.000
51 H -1.223 5.780 -2.302
52 H -0.045 5.772 -4.490
53 H 1.419 3.815 -5.054
54 H 1.602 1.975 -3.432
55 I 2.880 -0.146 -1.814
56 I 3.118 -0.470 -4.439

## Properties
- Gap between HOMO and LUMO: 6.5 eV
- DFT total energy: -72532.4101 eV
- Spin multiplicity: 1
- Charge: +2
- HOMO energy: -13.9 eV
- ΔE to the lowest compared entry with this formula, charge and spin: 0.349 eV


Record 5
An isolated ion of composition C3H4N3 and charge +1, computed with ωB97M-V/def2-TZVPD.

Geometry (Å):
1 C -1.203 -1.042 -0.311
2 N -0.159 -0.123 -0.066
3 C -0.043 1.033 0.542
4 C 1.260 1.493 0.549
5 N 1.877 0.503 -0.105
6 N 1.036 -0.454 -0.463
7 H -0.749 -1.841 -0.814
8 H -2.138 -0.603 -0.885
9 H -1.555 -1.327 0.659
10 H 1.675 2.360 0.893

## Properties
- SMILES: C[N+]1=C=CN=N1
- Gap between HOMO and LUMO (alpha / beta): 8.7 / 6.9 eV
- DFT total energy: -7631.6714 eV
- Spin multiplicity: 1
- Charge: +1
- HOMO energy (alpha / beta): -17.0 / -16.9 eV
- ΔE to the lowest compared entry with this formula, charge and spin: 4.635 eV


Record 6
A 2-piece molecular cluster, C33H37N3O3Si overall, computed with ωB97M-V/def2-TZVPD.

Geometry (Å):
1 N -1.804 0.332 -3.541
2 C -2.097 1.645 -3.772
3 O -1.281 2.579 -3.684
4 N -3.408 1.966 -4.099
5 C -4.532 1.153 -3.991
6 O -5.656 1.623 -4.174
7 C -4.162 -0.197 -3.661
8 C -2.835 -0.506 -3.449
9 H -3.567 2.948 -4.275
10 H -4.927 -0.951 -3.574
11 H -2.559 -1.527 -3.156
12 C -2.063 -3.238 3.982
13 Si -1.454 -1.498 4.228
14 C -2.673 -0.389 5.094
15 C 0.221 -1.434 5.025
16 O -1.373 -0.832 2.708
17 C -0.372 -0.534 1.764
18 C 0.336 0.786 2.163
19 C -0.327 1.708 2.981
20 C 0.315 2.890 3.360
21 C 1.606 3.159 2.910
22 C 2.248 2.260 2.056
23 C 1.589 1.096 1.642
24 C 0.525 -1.785 1.586
25 C 1.831 -1.834 2.076
26 C 2.600 -2.994 1.904
27 C 2.028 -4.146 1.370
28 C 0.680 -4.135 0.993
29 C -0.069 -2.957 1.106
30 C -1.159 -0.233 0.451
31 C -2.105 0.975 0.539
32 C -1.338 2.167 -0.024
33 C -0.274 1.550 -0.953
34 N -0.240 0.126 -0.623
35 C 0.357 -0.784 -1.386
36 C 1.241 -0.507 -2.433
37 C 1.121 0.419 -3.447
38 C 2.312 0.886 -4.117
39 C 2.332 1.411 -5.433
40 C 3.554 1.677 -6.063
41 C 4.767 1.473 -5.381
42 C 4.751 1.046 -4.046
43 C 3.542 0.783 -3.420
44 H -2.086 -3.771 4.942
45 H -3.079 -3.232 3.565
46 H -1.430 -3.809 3.289
47 H -2.853 -0.744 6.117
48 H -2.310 0.647 5.155
49 H -3.633 -0.368 4.559
50 H 0.096 -1.572 6.110
51 H 0.892 -2.221 4.656
52 H 0.718 -0.468 4.863
53 H -1.345 1.516 3.324
54 H -0.199 3.589 4.025
55 H 2.117 4.070 3.231
56 H 3.261 2.445 1.708
57 H 2.062 0.409 0.939
58 H 2.247 -0.977 2.605
59 H 3.648 -2.976 2.210
60 H 2.619 -5.057 1.262
61 H 0.206 -5.040 0.611
62 H -1.129 -2.963 0.835
63 H -1.724 -1.134 0.172
64 H -2.927 0.723 -0.151
65 H -2.516 1.133 1.540
66 H -1.986 2.854 -0.582
67 H -0.823 2.729 0.765
68 H -0.569 1.696 -2.000
69 H 0.715 2.025 -0.842
70 H 0.228 -1.829 -1.086
71 H 2.103 -1.183 -2.459
72 H 0.163 0.763 -3.815
73 H 1.377 1.543 -5.943
74 H 3.559 2.024 -7.101
75 H 5.724 1.647 -5.879
76 H 5.676 0.899 -3.481
77 H 3.518 0.453 -2.378

## Properties
- Gap between HOMO and LUMO: 5.8 eV
- DFT total energy: -53313.1245 eV
- Spin multiplicity: 1
- HOMO energy: -7.1 eV


Record 7
A 2-piece molecular cluster, C4H5NO2 overall, computed with ωB97M-V/def2-TZVPD.

Geometry (Å):
1 C -1.092 0.378 -0.914
2 C -0.059 -0.402 -1.253
3 C 0.377 -1.637 -0.537
4 O -0.194 -2.088 0.431
5 H -1.443 1.242 -1.502
6 H -1.701 0.033 -0.095
7 H 0.522 -0.136 -2.115
8 H 1.280 -2.177 -0.914
9 N -0.312 1.321 1.288
10 C 0.927 1.203 1.299
11 O 1.926 0.967 1.845
12 H -0.231 1.297 2.467

## Properties
- SMILES: C=CC=O.N=C=O
- Gap between HOMO and LUMO: 9.6 eV
- DFT total energy: -9811.0426 eV
- Spin multiplicity: 1
- HOMO energy: -9.9 eV
- ΔE to the lowest compared entry with this formula, charge and spin: 3.272 eV


Record 8
C30H34N7O3PS2Ta as an isolated structure, computed with ωB97M-V/def2-TZVPD.

Geometry (Å):
1 Ta -0.149 0.537 0.026
2 O -0.045 4.651 0.475
3 C -0.001 3.547 0.004
4 N 0.289 2.393 0.726
5 C 0.837 2.641 2.056
6 C 1.512 1.389 2.512
7 C 2.318 1.355 3.637
8 C 2.937 0.170 3.990
9 C 2.732 -0.952 3.194
10 C 1.909 -0.850 2.097
11 N 1.292 0.302 1.750
12 C -0.243 3.243 -1.438
13 C -0.369 4.229 -2.391
14 C -0.433 3.847 -3.728
15 C -0.344 2.499 -4.045
16 C -0.240 1.569 -3.024
17 N -0.214 1.931 -1.733
18 H 0.051 2.932 2.762
19 H 1.544 3.473 2.026
20 H 2.460 2.256 4.218
21 H 3.572 0.120 4.864
22 H 3.203 -1.897 3.420
23 H 1.732 -1.716 1.478
24 H -0.386 5.265 -2.080
25 H -0.529 4.591 -4.507
26 H -0.355 2.161 -5.071
27 H -0.164 0.510 -3.239
28 O 2.653 -3.964 -1.894
29 C 1.632 -4.423 -1.166
30 C 1.535 -5.808 -1.010
31 C 0.505 -6.351 -0.278
32 C -0.461 -5.535 0.328
33 C -0.378 -4.176 0.184
34 C 0.666 -3.588 -0.562
35 C 0.750 -2.158 -0.684
36 O -0.165 -1.390 -0.070
37 N 1.698 -1.516 -1.297
38 N 1.579 -0.140 -1.127
39 C 2.665 0.494 -1.575
40 S 3.946 -0.385 -2.296
41 C 4.926 1.079 -2.748
42 C 4.675 2.156 -1.717
43 S 2.881 2.196 -1.390
44 H 2.629 -2.996 -1.969
45 H 2.283 -6.429 -1.481
46 H 0.440 -7.425 -0.172
47 H -1.259 -5.979 0.904
48 H -1.112 -3.538 0.658
49 H 4.628 1.390 -3.750
50 H 5.972 0.777 -2.766
51 H 4.962 3.142 -2.078
52 H 5.181 1.951 -0.775
53 C -2.636 -0.460 -2.754
54 P -2.649 0.044 -1.000
55 C -3.395 -1.406 -0.200
56 C -3.939 1.323 -0.949
57 H -3.610 -0.904 -2.970
58 H -1.874 -1.214 -2.953
59 H -2.504 0.393 -3.418
60 H -4.384 -1.568 -0.631
61 H -3.506 -1.263 0.872
62 H -2.785 -2.288 -0.389
63 H -4.793 0.968 -1.528
64 H -3.588 2.259 -1.383
65 H -4.258 1.509 0.074
66 N -2.604 2.362 1.744
67 C -2.421 1.157 2.345
68 C -3.250 0.830 3.438
69 C -3.112 -0.368 4.077
70 C -2.131 -1.261 3.617
71 C -1.385 -0.908 2.537
72 N -1.511 0.278 1.853
73 H -3.236 3.005 2.196
74 H -1.852 2.797 1.239
75 H -3.978 1.559 3.768
76 H -3.738 -0.616 4.923
77 H -1.966 -2.215 4.095
78 H -0.645 -1.592 2.152

## Properties
- Gap between HOMO and LUMO: 5.5 eV
- DFT total energy: -80727.3855 eV
- Spin multiplicity: 1
- Charge: +3
- HOMO energy: -15.5 eV
- ΔE to the lowest compared entry with this formula, charge and spin: 0.104 eV


Record 9
A 2-piece molecular cluster, C4H12 overall, computed with ωB97M-V/def2-TZVPD.

Geometry (Å):
1 C -1.003 1.319 -0.005
2 C -1.890 2.434 -0.492
3 H 0.000 1.268 -0.617
4 H -0.620 1.187 1.006
5 H -1.223 0.306 -0.384
6 H -2.912 2.607 -0.107
7 H -2.231 2.257 -1.538
8 H -1.276 3.347 -0.555
9 C 0.946 -1.887 -0.316
10 C 1.878 -1.830 0.866
11 H -0.027 -2.313 0.001
12 H 0.776 -0.917 -0.808
13 H 1.304 -2.539 -1.120
14 H 1.558 -2.320 1.798
15 H 2.884 -2.244 0.619
16 H 2.308 -0.916 1.295

## Properties
- SMILES: CC.CC
- Gap between HOMO and LUMO: 12.3 eV
- DFT total energy: -4341.4149 eV
- Spin multiplicity: 1
- HOMO energy: -11.2 eV
- ΔE to the lowest compared entry with this formula, charge and spin: 1.113 eV


Record 10
A single C5H12N2O molecule, computed with ωB97M-V/def2-TZVPD.

Geometry (Å):
1 C 0.872 -2.303 1.230
2 N 1.136 -0.834 1.225
3 C 1.391 -0.326 -0.129
4 C 0.324 0.804 -0.451
5 C 0.910 1.758 -1.505
6 N -0.881 0.156 -0.909
7 C -2.031 0.183 -0.140
8 O -2.081 0.888 0.847
9 H -0.177 -2.507 1.000
10 H 1.508 -2.822 0.531
11 H 1.169 -2.632 2.228
12 H 0.290 -0.388 1.551
13 H 2.419 0.090 -0.197
14 H 1.413 -1.128 -0.863
15 H 0.227 1.344 0.481
16 H 0.053 2.214 -2.010
17 H 1.466 2.593 -1.082
18 H 1.415 1.185 -2.284
19 H -0.691 -0.645 -1.495
20 H -2.959 -0.279 -0.505

## Properties
- SMILES: CNC[C@@H](C)NC=O
- Gap between HOMO and LUMO: 9.7 eV
- DFT total energy: -10406.7190 eV
- Spin multiplicity: 1
- HOMO energy: -8.8 eV
- ΔE to the lowest compared entry with this formula, charge and spin: 1.705 eV


Record 11
A single C2H5NS2 molecule, computed with ωB97M-V/def2-TZVPD.

Geometry (Å):
1 C 1.897 -0.854 0.067
2 S 1.127 0.756 -0.044
3 C -0.611 0.339 0.036
4 N -1.382 1.447 0.055
5 S -1.169 -1.219 -0.027
6 H 2.909 -0.670 -0.332
7 H 1.205 -1.476 -0.666
8 H 1.733 -1.296 1.133
9 H -0.892 2.340 -0.002
10 H -2.327 1.470 -0.001

## Properties
- SMILES: CSC(N)=S
- Gap between HOMO and LUMO: 9.2 eV
- DFT total energy: -25315.3491 eV
- Spin multiplicity: 1
- HOMO energy: -8.5 eV
- ΔE to the lowest compared entry with this formula, charge and spin: 0.477 eV


Record 12
A single C11H21N5O3 molecule, computed with ωB97M-V/def2-TZVPD.

Geometry (Å):
1 H 3.517 -0.119 0.278
2 N 2.580 0.328 0.016
3 C 2.292 0.877 1.130
4 N 3.266 0.680 2.150
5 N 1.207 1.773 1.321
6 C 0.553 1.900 2.625
7 C -0.901 2.068 2.645
8 C -1.727 0.766 2.373
9 C -1.207 -0.393 1.461
10 N -0.102 -1.193 1.962
11 C -0.804 0.051 0.103
12 O -0.787 1.179 -0.333
13 N -0.470 -0.836 -0.765
14 C -0.297 -2.340 -0.563
15 C -0.075 -2.853 -1.978
16 C 0.856 -1.665 -2.551
17 C 0.070 -0.509 -2.034
18 C -1.285 -0.044 -2.844
19 O -1.842 -0.811 -3.600
20 O -1.768 1.091 -2.489
21 H 3.071 0.821 3.097
22 H 3.662 -0.202 2.023
23 H 0.489 1.887 0.612
24 H 0.796 2.919 3.070
25 H 0.911 1.199 3.285
26 H -1.159 2.914 1.998
27 H -1.209 2.445 3.633
28 H -1.723 0.343 3.409
29 H -2.785 0.953 2.336
30 H -1.994 -1.169 1.428
31 H -0.383 -1.673 2.866
32 H 0.640 -0.557 2.252
33 H -1.199 -2.743 -0.011
34 H 0.632 -2.510 0.020
35 H 0.355 -3.919 -1.711
36 H -0.900 -3.080 -2.625
37 H 0.931 -1.609 -3.584
38 H 1.906 -1.732 -2.272
39 H 0.801 0.293 -2.020
40 H -1.393 1.462 -1.689

## Properties
- SMILES: [H]/N=C(\N)NCCC[C@H](N)C(=O)N1CCC[C@H]1C(=O)O
- Gap between HOMO and LUMO: 9.2 eV
- DFT total energy: -25339.1096 eV
- Spin multiplicity: 1
- HOMO energy: -8.8 eV
- ΔE to the lowest compared entry with this formula, charge and spin: 3.360 eV


Table of maximum force (eV/A), in record order: 1.01 3.87 4.14 1.56 4.06 2.50 3.73 0.56 4.09 3.05 4.36 5.24